Record 1
# C4H5NO2

The molecule C4H5NO2 (ωB97M-V/def2-TZVPD, the OMol25 dataset).

```
12
Properties=species:S:1:pos:R:3:forces:R:3
O 1.022 2.257 0.706 -0.03 -0.10 0.04
C 0.559 1.187 0.388 -0.12 -0.25 -0.21
N 1.216 0.160 -0.242 0.08 0.19 0.13
C 0.422 -1.048 -0.428 -0.07 -0.05 -0.08
C -0.996 -0.553 -0.175 -0.11 -0.16 -0.28
O -1.246 -0.402 1.208 0.20 0.11 0.33
C -0.904 0.761 0.453 -0.05 0.34 -0.12
H 2.212 0.217 -0.407 -0.19 -0.10 0.20
H 0.692 -1.798 0.327 -0.18 0.00 -0.22
H 0.529 -1.489 -1.421 0.11 0.21 0.00
H -1.836 -0.819 -0.819 0.25 -0.16 0.28
H -1.670 1.527 0.410 0.09 -0.01 -0.05
```
Forces are in eV/Å.

The value obtained for the energy above the lowest of the compared OMol25 structures with the same formula, charge and spin is 28.8 kcal/mol. Its SMILES is O=C1NC[C@H]2O[C@@H]12. The value obtained for the total energy is -360.62358 a.u.

Here are the natural (NBO) charges for atoms 1 to 6, given in e: -0.579 0.642 -0.611 -0.242 0.046 -0.456

Record 2
# C4H5NO2

The molecule C4H5NO2 (ωB97M-V/def2-TZVPD, the OMol25 dataset).

```
12
Properties=species:S:1:pos:R:3:forces:R:3
O -0.745 -2.220 0.206 0.00 0.18 -0.36
C -0.643 -1.563 -0.819 -0.03 -0.05 0.19
C -0.134 -0.213 -0.884 0.01 -0.05 0.33
O 0.059 0.409 -2.091 -0.05 0.14 0.03
N 0.169 0.446 0.211 -0.02 0.07 -0.21
C 0.586 1.508 0.843 0.12 -0.04 -0.17
C 0.305 0.308 1.659 -0.08 -0.25 0.29
H -0.938 -1.961 -1.811 0.04 -0.01 0.14
H -0.480 1.213 -2.119 0.06 -0.09 -0.09
H 1.361 2.219 0.608 -0.13 -0.02 0.02
H 1.082 -0.391 1.970 -0.08 0.10 -0.07
H -0.623 0.246 2.226 0.15 0.02 -0.10
```
Forces are in eV/Å.

The value obtained for the energy above the lowest of the compared OMol25 structures with the same formula, charge and spin is 100.7 kcal/mol. The value obtained for the total energy is -360.50893 a.u.

Here are the natural (NBO) charges for atoms 1 to 6, given in e: -0.565 0.331 0.233 -0.677 -0.201 -0.151

Record 3
# C4H5NO2

The molecule C4H5NO2 (ωB97M-V/def2-TZVPD, the OMol25 dataset).

```
12
Properties=species:S:1:pos:R:3:forces:R:3
C -2.376 0.726 0.359 -0.32 0.03 0.18
C -0.318 0.067 -0.368 -0.41 0.15 -0.14
C 0.379 -1.035 -0.521 -0.27 0.07 -0.23
O 1.688 -1.172 -0.075 0.25 0.42 0.15
C 2.317 0.002 -0.049 0.24 -0.48 0.07
O 3.554 -0.276 0.323 -0.11 0.24 0.06
N -1.129 0.981 -0.347 0.41 -0.67 -0.30
H -2.646 1.540 1.030 0.09 0.01 -0.04
H -3.115 0.675 -0.444 -0.17 0.03 0.27
H -2.363 -0.235 0.889 -0.02 0.22 0.04
H 0.001 -1.852 -1.119 0.22 0.13 -0.11
H 4.007 0.578 0.323 0.08 -0.16 0.06
```
Forces are in eV/Å.

The value obtained for the energy above the lowest of the compared OMol25 structures with the same formula, charge and spin is 99.1 kcal/mol. The value obtained for the total energy is -360.51153 a.u.

Here are the natural (NBO) charges for atoms 1 to 6, given in e: -0.423 0.359 -0.113 -0.491 0.391 -0.665

Record 4
# C4H5NO2

The molecule C4H5NO2 (ωB97M-V/def2-TZVPD, the OMol25 dataset).

```
12
Properties=species:S:1:pos:R:3:forces:R:3
C -1.090 -0.582 0.551 -0.22 0.50 0.20
N -0.956 -1.129 -0.776 0.10 0.22 -0.31
C -0.149 -0.579 -1.568 -0.26 -0.21 0.17
O 0.721 0.450 -1.328 -0.15 0.15 0.06
C 1.302 0.638 -0.079 0.27 0.24 0.10
C 0.754 1.082 1.045 0.90 0.24 0.81
O 0.538 1.401 2.151 0.13 -0.12 -0.83
H -0.876 0.525 0.574 -0.49 -1.12 -0.09
H -0.493 -1.168 1.270 -0.23 0.54 -0.14
H -2.126 -0.588 0.871 -0.30 -0.45 -0.07
H -0.125 -0.851 -2.624 0.15 0.00 0.22
H 2.381 0.646 -0.066 0.10 0.02 -0.12
```
Forces are in eV/Å.

The value obtained for the energy above the lowest of the compared OMol25 structures with the same formula, charge and spin is 78.0 kcal/mol. Its SMILES is C/N=C\OC=C=O. The value obtained for the total energy is -360.54509 a.u.

Here are the natural (NBO) charges for atoms 1 to 6, given in e: -0.412 -0.465 0.412 -0.497 -0.221 0.633

Record 5
# C4H5NO2

The molecule C4H5NO2 (ωB97M-V/def2-TZVPD, the OMol25 dataset).

```
12
Properties=species:S:1:pos:R:3:forces:R:3
O 2.883 -1.013 -1.496 -0.44 0.40 0.81
C 2.372 -0.525 -0.564 0.35 -0.26 -0.62
C 1.818 0.105 0.459 0.16 0.02 -0.05
O 0.534 -0.164 0.896 0.06 -0.04 0.13
N -0.317 -0.321 -0.248 -0.06 -0.06 -0.13
C -1.674 -0.537 0.227 -0.15 -0.15 0.06
C -1.277 0.785 -0.312 -0.06 0.23 -0.08
H 2.378 0.851 1.005 -0.02 -0.11 -0.10
H -1.794 -0.614 1.303 0.06 0.03 -0.15
H -2.251 -1.242 -0.364 0.07 0.13 0.07
H -1.543 1.095 -1.318 0.01 -0.08 0.17
H -1.128 1.581 0.412 0.01 -0.11 -0.10
```
Forces are in eV/Å.

The value obtained for the energy above the lowest of the compared OMol25 structures with the same formula, charge and spin is 108.4 kcal/mol. Its SMILES is O=C=CON1CC1. The value obtained for the total energy is -360.49672 a.u.

Here are the natural (NBO) charges for atoms 1 to 6, given in e: -0.439 0.667 -0.233 -0.385 -0.135 -0.277

Record 6
# C4H5NO2

The molecule C4H5NO2 (ωB97M-V/def2-TZVPD, the OMol25 dataset).

```
12
Properties=species:S:1:pos:R:3:forces:R:3
C -0.379 0.346 -1.132 0.00 0.28 0.69
C -1.227 0.306 -0.073 -0.18 -0.02 -0.92
C 1.089 0.183 -0.875 1.21 0.27 0.69
C -0.889 -0.285 1.160 1.07 -0.48 -0.02
N 1.377 0.656 0.331 -1.09 0.42 0.92
O 1.887 -0.242 -1.711 -0.22 -0.56 -1.07
O -0.217 -1.387 1.347 -0.69 0.27 0.20
H -0.687 0.678 -2.112 -0.15 -0.04 -0.13
H -2.195 0.790 -0.119 -0.12 -0.09 0.02
H -1.392 0.041 2.065 0.09 -0.03 0.04
H 2.361 0.570 0.571 0.07 -0.18 -0.41
H 0.272 -1.655 0.548 0.00 0.18 -0.01
```
Forces are in eV/Å.

The value obtained for the energy above the lowest of the compared OMol25 structures with the same formula, charge and spin is 83.7 kcal/mol. The value obtained for the total energy is -360.53608 a.u.

Here are the natural (NBO) charges for atoms 1 to 6, given in e: -0.008 -0.395 0.464 0.479 -0.818 -0.693

Record 7
# C4H5NO2

The molecule C4H5NO2 (ωB97M-V/def2-TZVPD, the OMol25 dataset).

```
12
Properties=species:S:1:pos:R:3:forces:R:3
C 2.037 0.284 -0.139 0.04 0.10 -0.09
O 1.332 -0.637 0.717 0.25 -0.22 -0.07
C -0.264 -0.366 0.764 0.20 0.24 0.33
N 0.418 0.147 1.693 -0.53 -0.15 -0.33
O -2.477 1.275 0.272 0.03 -0.31 -0.19
C -2.315 0.231 -0.334 0.00 0.14 0.11
C -1.196 -0.679 -0.153 -0.01 0.04 0.04
H 1.325 0.813 -0.776 0.09 -0.04 0.04
H 2.589 0.978 0.495 -0.07 -0.08 -0.08
H 2.709 -0.333 -0.738 -0.08 0.08 0.06
H -3.046 -0.100 -1.102 0.08 0.07 0.10
H -1.114 -1.612 -0.699 -0.01 0.13 0.09
```
Forces are in eV/Å.

The value obtained for the energy above the lowest of the compared OMol25 structures with the same formula, charge and spin is 127.3 kcal/mol. The value obtained for the total energy is -360.46656 a.u.

Here are the natural (NBO) charges for atoms 1 to 6, given in e: -0.265 -0.317 0.561 -0.173 -0.572 0.398

Record 8
# C4H5NO2

The molecule C4H5NO2 (ωB97M-V/def2-TZVPD, the OMol25 dataset).

```
12
Properties=species:S:1:pos:R:3:forces:R:3
O -2.289 0.665 0.828 0.13 -0.33 -0.33
C -1.803 -0.083 0.017 -0.08 0.20 0.18
C -0.374 0.077 -0.458 -0.04 0.23 0.04
C 0.547 0.835 0.506 -0.28 0.21 0.06
N 1.819 0.120 0.404 0.05 -0.41 -0.16
C 1.549 -0.967 -0.181 0.35 0.05 0.11
O 0.282 -1.196 -0.622 -0.15 0.05 -0.03
H -2.393 -0.891 -0.456 0.08 0.00 0.08
H -0.402 0.551 -1.452 -0.06 -0.01 0.13
H 0.640 1.892 0.254 0.08 -0.16 0.00
H 0.178 0.772 1.537 0.03 0.05 -0.14
H 2.245 -1.777 -0.378 -0.09 0.13 0.06
```
Forces are in eV/Å.

The value obtained for the energy above the lowest of the compared OMol25 structures with the same formula, charge and spin is 30.0 kcal/mol. Its SMILES is O=C[C@H]1CN=CO1. The value obtained for the total energy is -360.62156 a.u.

Here are the natural (NBO) charges for atoms 1 to 6, given in e: -0.495 0.430 -0.042 -0.275 -0.451 0.374

Record 9
# C4H5NO2

The molecule C4H5NO2 (ωB97M-V/def2-TZVPD, the OMol25 dataset).

```
12
Properties=species:S:1:pos:R:3:forces:R:3
C 0.746 -1.696 0.479 1.81 0.01 3.57
C -0.155 -0.502 0.417 -0.72 1.09 -1.03
C -1.124 0.284 0.903 4.26 3.34 -5.19
N -1.238 1.653 0.223 0.56 -3.89 2.99
C -0.296 1.431 -0.591 -3.27 3.61 -4.14
O -0.323 2.233 -1.769 4.79 -2.10 -0.05
O 0.220 0.271 -0.659 4.25 -1.69 -2.01
H 0.918 -2.110 -0.510 -0.27 -0.34 0.17
H 1.773 -1.254 0.839 -1.61 -0.65 -0.96
H 0.609 -2.459 1.371 -0.48 1.36 -2.25
H -1.726 0.136 1.578 -6.00 -1.65 7.21
H 0.597 2.013 -2.281 -3.31 0.91 1.69
```
Forces are in eV/Å.

The value obtained for the energy above the lowest of the compared OMol25 structures with the same formula, charge and spin is 74.4 kcal/mol. Its SMILES is Cc1cnc(O)o1. The value obtained for the total energy is -360.55088 a.u.

Here are the natural (NBO) charges for atoms 1 to 6, given in e: -0.662 0.217 -0.077 -0.456 0.719 -0.662

Record 10
# C4H5NO2

The molecule C4H5NO2 (ωB97M-V/def2-TZVPD, the OMol25 dataset).

```
12
Properties=species:S:1:pos:R:3:forces:R:3
O -0.385 0.973 1.707 -0.43 -0.90 -0.13
C -0.977 -0.003 1.291 0.03 1.30 0.57
C -0.785 -0.477 -0.104 -0.78 -2.28 -0.87
C -0.402 0.517 -1.147 -0.06 0.96 -1.28
N 0.535 -0.459 -0.714 0.62 -0.57 1.38
C 1.742 -0.250 0.015 -0.83 -0.08 -0.73
O 2.075 -0.777 1.039 -0.47 0.09 -0.38
H -1.768 -0.507 1.908 0.56 0.10 -0.34
H -1.389 -1.376 -0.414 0.54 1.11 0.45
H -0.263 1.521 -0.750 -0.07 0.00 -0.15
H -0.748 0.455 -2.220 0.26 -0.09 1.43
H 2.366 0.383 -0.610 0.63 0.37 0.06
```
Forces are in eV/Å.

The value obtained for the energy above the lowest of the compared OMol25 structures with the same formula, charge and spin is 48.4 kcal/mol. Its SMILES is O=C[C@H]1CN1C=O. The value obtained for the total energy is -360.59234 a.u.

Here are the natural (NBO) charges for atoms 1 to 6, given in e: -0.508 0.415 -0.194 -0.208 -0.423 0.555

Record 11
# C4H5NO2

The molecule C4H5NO2 (ωB97M-V/def2-TZVPD, the OMol25 dataset).

```
12
Properties=species:S:1:pos:R:3:forces:R:3
O 3.014 -0.440 -0.635 -0.46 -0.12 -0.01
C 1.840 -0.650 -0.514 0.74 0.10 -0.09
C 1.003 -0.048 0.618 0.21 0.21 0.51
O 1.431 0.412 1.647 -0.03 -0.20 -0.34
N -0.316 -0.232 0.326 0.52 -0.67 0.25
C -1.042 0.193 -0.807 -0.66 0.36 0.46
C -1.442 0.424 0.806 -0.33 -0.08 -0.75
H 1.274 -1.328 -1.192 0.15 0.17 0.07
H -1.237 -0.643 -1.513 -1.06 0.63 0.78
H -0.969 1.153 -1.301 1.02 0.12 0.16
H -1.210 1.265 1.501 -0.41 0.11 -1.37
H -2.346 -0.106 1.064 0.31 -0.64 0.32
```
Forces are in eV/Å.

The value obtained for the energy above the lowest of the compared OMol25 structures with the same formula, charge and spin is 73.6 kcal/mol. Its SMILES is O=CC(=O)N1CC1. The value obtained for the total energy is -360.55210 a.u.

Here are the natural (NBO) charges for atoms 1 to 6, given in e: -0.443 0.341 0.569 -0.524 -0.453 -0.255

Record 12
# C4H5NO2

A cluster of 2 separate species, C4H5NO2 in total (ωB97M-V/def2-TZVPD, the OMol25 dataset).

```
12
Properties=species:S:1:pos:R:3:forces:R:3
C 0.082 1.679 -0.057 -0.17 -0.05 -0.05
C -1.104 1.177 -0.406 0.27 0.11 0.08
C -1.650 -0.030 0.254 0.04 -0.14 0.15
O -1.030 -0.735 1.027 -0.19 0.24 -0.23
H 0.492 2.567 -0.530 -0.10 -0.14 0.05
H 0.676 1.211 0.723 -0.09 0.07 -0.13
H -1.719 1.645 -1.172 0.08 -0.07 0.10
H -2.700 -0.286 0.011 0.14 0.04 0.03
N 1.778 -1.298 0.615 0.25 -0.36 -0.43
C 2.023 -2.065 -0.291 0.08 -0.11 -0.09
O 2.382 -2.780 -1.150 -0.22 0.49 0.56
H 0.845 -1.086 0.959 -0.09 -0.06 -0.06
```
Forces are in eV/Å.

The value obtained for the energy above the lowest of the compared OMol25 structures with the same formula, charge and spin is 26.9 kcal/mol. Its SMILES is C=CC=O.N=C=O. The value obtained for the total energy is -360.62657 a.u.

Here are the natural (NBO) charges for atoms 1 to 6, given in e: -0.252 -0.349 0.416 -0.556 0.208 0.214

Please write out number 6 again, unchanged.
# C4H5NO2

The molecule C4H5NO2 (ωB97M-V/def2-TZVPD, the OMol25 dataset).

```
12
Properties=species:S:1:pos:R:3:forces:R:3
C -0.379 0.346 -1.132 0.00 0.28 0.69
C -1.227 0.306 -0.073 -0.18 -0.02 -0.92
C 1.089 0.183 -0.875 1.21 0.27 0.69
C -0.889 -0.285 1.160 1.07 -0.48 -0.02
N 1.377 0.656 0.331 -1.09 0.42 0.92
O 1.887 -0.242 -1.711 -0.22 -0.56 -1.07
O -0.217 -1.387 1.347 -0.69 0.27 0.20
H -0.687 0.678 -2.112 -0.15 -0.04 -0.13
H -2.195 0.790 -0.119 -0.12 -0.09 0.02
H -1.392 0.041 2.065 0.09 -0.03 0.04
H 2.361 0.570 0.571 0.07 -0.18 -0.41
H 0.272 -1.655 0.548 0.00 0.18 -0.01
```
Forces are in eV/Å.

The value obtained for the energy above the lowest of the compared OMol25 structures with the same formula, charge and spin is 83.7 kcal/mol. The value obtained for the total energy is -360.53608 a.u.

Here are the natural (NBO) charges for atoms 1 to 6, given in e: -0.008 -0.395 0.464 0.479 -0.818 -0.693

Please write out number 11 again, unchanged.
# C4H5NO2

The molecule C4H5NO2 (ωB97M-V/def2-TZVPD, the OMol25 dataset).

```
12
Properties=species:S:1:pos:R:3:forces:R:3
O 3.014 -0.440 -0.635 -0.46 -0.12 -0.01
C 1.840 -0.650 -0.514 0.74 0.10 -0.09
C 1.003 -0.048 0.618 0.21 0.21 0.51
O 1.431 0.412 1.647 -0.03 -0.20 -0.34
N -0.316 -0.232 0.326 0.52 -0.67 0.25
C -1.042 0.193 -0.807 -0.66 0.36 0.46
C -1.442 0.424 0.806 -0.33 -0.08 -0.75
H 1.274 -1.328 -1.192 0.15 0.17 0.07
H -1.237 -0.643 -1.513 -1.06 0.63 0.78
H -0.969 1.153 -1.301 1.02 0.12 0.16
H -1.210 1.265 1.501 -0.41 0.11 -1.37
H -2.346 -0.106 1.064 0.31 -0.64 0.32
```
Forces are in eV/Å.

The value obtained for the energy above the lowest of the compared OMol25 structures with the same formula, charge and spin is 73.6 kcal/mol. Its SMILES is O=CC(=O)N1CC1. The value obtained for the total energy is -360.55210 a.u.

Here are the natural (NBO) charges for atoms 1 to 6, given in e: -0.443 0.341 0.569 -0.524 -0.453 -0.255

Number 5 is which compound?
C4H5NO2